C28H29BrN8O6Tl | ωB97M-V/def2-TZVPD

Computed properties:
HOMO-LUMO gap ... 7.55 eV
Molar mass ... 857.9 Da
HOMO level ... -10.7 eV
Relative energy (zero: lowest compared OMol25 entry of this formula, charge and spin) ... 15.05 kJ/mol
E_tot ... -4720.32307 hartree
Charge ... +1

CARTESIAN COORDINATES (ANGSTROEM)
Tl  -0.16548  0.40742  0.41597
C  0.75094  4.29162  2.69208
C  0.15140  3.08170  2.05493
N  0.80222  2.30142  1.27571
N  2.08787  2.51664  0.95949
C  2.47372  1.76988  -0.06370
O  1.72805  0.96343  -0.70470
C  3.88454  1.91631  -0.49219
C  4.33686  1.20064  -1.59721
C  5.65173  1.32336  -2.01508
C  6.52040  2.16187  -1.33069
C  6.07302  2.87822  -0.22775
C  4.75912  2.75844  0.19225
C  -1.29061  2.76527  2.24904
C  -2.12078  3.60953  2.97523
C  -3.47328  3.32087  3.06275
C  -3.96898  2.19694  2.42661
C  -3.08358  1.39320  1.73127
N  -1.78250  1.67168  1.65256
H  1.80582  4.34401  2.44214
H  0.25759  5.20068  2.34191
H  0.64107  4.24738  3.77719
H  3.64772  0.55328  -2.12228
H  6.00099  0.76711  -2.87507
H  7.54811  2.25707  -1.65623
H  6.75156  3.53074  0.30549
H  4.40049  3.31129  1.04802
H  -1.71266  4.48417  3.45910
H  -4.13262  3.97268  3.62035
H  -5.01634  1.93615  2.47102
H  -3.39934  0.48471  1.23896
C  -3.98862  -1.59591  -3.27457
C  -3.18372  -0.37636  -2.92676
C  -3.25591  0.80527  -3.65768
C  -2.50807  1.90679  -3.28234
C  -1.69350  1.79637  -2.17012
Br  -0.66911  3.27260  -1.61345
N  -1.59637  0.67411  -1.46652
C  -2.32902  -0.38580  -1.83693
H  -4.44150  -1.49941  -4.25935
H  -4.78948  -1.75127  -2.55039
H  -3.36628  -2.49149  -3.27342
H  -3.90115  0.86701  -4.52549
H  -2.54856  2.83563  -3.83159
H  -2.21881  -1.26345  -1.21309
C  0.62727  -1.61705  -3.04925
C  0.88303  -2.18538  -1.70042
N  0.55338  -1.63781  -0.54565
C  1.05130  -2.44381  0.44661
C  1.62281  -3.54662  -0.11972
N  1.51536  -3.35147  -1.47080
C  2.28347  -4.79535  0.35958
O  2.35901  -4.97389  1.65752
O  2.68967  -5.57612  -0.46448
C  1.02846  -2.01605  1.87376
O  1.31241  -2.83501  2.74741
O  0.65701  -0.81363  2.09670
H  0.84225  -0.54867  -3.03489
H  -0.41081  -1.76064  -3.35084
H  1.26620  -2.09243  -3.79145
H  1.89303  -4.00614  -2.14234
H  1.96862  -4.19933  2.15885
C  -2.05374  -4.04579  0.48233
N  -2.06712  -3.40816  1.78595
C  -2.02393  -2.07737  1.96567
N  -2.03578  -1.62350  3.26076
O  -2.01279  -1.29022  1.00017
H  -3.01655  -4.50231  0.25331
H  -1.27947  -4.81077  0.45074
H  -1.82579  -3.29180  -0.26608
H  -2.07066  -4.00104  2.59925
H  -1.74884  -2.26164  3.99131
H  -1.64473  -0.69984  3.38056